Below is 2 unconnected molecules or ions with the total composition CH3ClIN at a distorted geometry, with properties calculated with ωB97M-V with the def2-TZVPD basis set.

Summary:
Orbital gap (spin up / spin down): 0.3367 / 0.2378 hartree
Energy above the lowest of the compared OMol25 structures with the same formula, charge and spin: 65.1 kcal/mol
Molar mass: 191.4 Da
Energy: -23195.4133 eV

Structure (XYZ):
```
7
Properties=species:S:1:pos:R:3:nbo_charge:R:1
I -2.306 -3.108 1.027 -0.02
Cl -0.648 0.199 2.756 0.21
N -0.048 -0.745 1.593 -0.35
H -0.974 -0.759 -0.190 0.24
H -0.131 0.881 0.234 0.20
C -0.143 -0.192 0.299 -0.50
H 0.812 -0.476 -0.358 0.22
```

Below is a single CH2ClN3O3 molecule at a distorted geometry, with properties calculated with ωB97M-V with the def2-TZVPD basis set.

Summary:
SMILES: NC(=O)N(Cl)[N+](=O)[O-]
Orbital gap: 0.3940 hartree
Energy above the lowest of the compared OMol25 structures with the same formula, charge and spin: 4.2 kcal/mol
Molar mass: 139.5 Da
Energy: -24199.8683 eV

Structure (XYZ):
```
10
Properties=species:S:1:pos:R:3:nbo_charge:R:1
O 0.110 1.109 -1.666 -0.54
N 1.532 0.550 0.004 -0.80
C 0.393 0.486 -0.688 0.76
H 1.552 -0.070 0.813 0.42
N -0.385 -0.563 -0.059 -0.40
O -1.600 0.852 1.057 -0.35
N -1.428 -0.261 0.768 0.65
H 2.371 1.130 -0.412 0.43
Cl -0.372 -2.060 -0.846 0.23
O -2.172 -1.172 1.029 -0.40
```